{"formula": "C30H38BClGeIN9OSeTi", "method": "wB97M-V/def2-TZVPD", "species": ["C", "H", "H", "H", "H", "N", "C", "O", "C", "N", "N", "C", "N", "H", "H", "C", "N", "C", "N", "H", "C", "C", "C", "C", "H", "C", "H", "H", "H", "C", "C", "C", "H", "H", "Ge", "Se", "Cl", "H", "C", "Ti", "H", "C", "C", "H", "H", "I", "H", "C", "N", "H", "N", "H", "H", "H", "H", "C", "H", "H", "H", "C", "H", "H", "C", "C", "C", "C", "B", "H", "H", "C", "H", "C", "C", "H", "C", "H", "N", "H", "H", "C", "H", "H", "H", "C"], "coordinates": [[1.23575, -2.45632, -0.26327], [1.08835, 4.78858, 1.39133], [2.96505, -0.97783, -3.61497], [-1.15755, 4.05577, 2.66993], [-1.38635, 1.96987, -3.20237], [-1.14635, -0.16803, 3.16923], [-1.06025, 2.29438, -2.21577], [0.15665, -1.72202, -0.32987], [-0.03165, -2.00462, 3.47033], [2.03765, -0.80603, 1.18803], [-1.92595, 0.64047, 0.87323], [-0.40775, 3.42278, 2.24353], [0.63305, 1.57107, 1.67203], [4.03135, -0.44743, -4.91677], [0.02105, 2.19578, -2.13087], [-1.40195, -0.55793, 4.43183], [-3.81925, 0.52457, 3.17773], [0.74565, 3.79278, 1.58743], [-0.31725, -1.05023, 2.57693], [3.45525, 2.16338, 0.95293], [-3.09075, 1.32638, -0.89787], [-0.08585, -0.55063, -4.68777], [-4.90285, 1.02297, 3.73573], [2.56545, 2.37788, 0.35683], [2.76535, 3.27208, -0.23307], [-3.43845, 2.66548, 3.56293], [-0.14835, -1.53443, -5.15137], [-2.04615, -0.00333, 5.08323], [-6.82935, 0.72678, 4.59203], [1.81875, 2.13708, -4.50287], [3.04975, -0.85232, -4.69367], [-3.17865, 0.76037, 0.34923], [2.38325, 1.52738, -0.32207], [4.83745, -0.67313, 3.05303], [1.60605, 0.34347, -5.32137], [-0.14245, -0.79513, -2.75267], [5.04915, -4.87082, 0.16613], [-0.70165, -2.30422, 5.56323], [-6.10155, 0.18267, 3.99703], [0.20905, -0.20263, 0.86233], [1.26055, -0.47743, -7.74317], [4.14715, -1.04013, 2.30993], [1.36365, 2.59308, 1.21713], [2.74305, -5.31982, -1.36137], [2.01315, 2.05648, -3.43717], [-0.11505, -4.34122, -2.20967], [5.40065, -2.70102, 1.73003], [2.30705, -1.97293, 0.53493], [-1.03555, 1.07168, -0.07817], [2.66915, 2.63208, -4.96357], [-2.91055, 1.52077, 3.05973], [-3.89235, 1.58568, -1.55747], [2.31885, 0.93007, -7.71177], [0.57985, 1.13337, -7.53827], [-4.04215, 0.45697, 0.90853], [3.50755, -2.70302, 0.69713], [2.96995, -1.82863, -5.16167], [-6.57145, -0.11333, 3.05903], [-2.16485, -1.64402, -1.58957], [2.60125, -4.39272, -0.82887], [1.94375, -2.77762, 3.39173], [-5.39695, 3.06478, 4.46903], [-4.70635, 2.39228, 4.00603], [0.92045, -3.12462, 3.22883], [2.95305, -0.38813, 2.10513], [-0.71255, -1.72563, 4.66203], [-1.62995, 1.07387, 2.42083], [-0.97365, 0.00967, -4.97917], [0.72645, -3.92852, 3.93503], [3.62455, -3.92392, -0.01327], [0.94465, 2.76108, -4.65887], [-1.71915, 1.52607, -1.12537], [1.42095, 0.49367, -7.28557], [-5.80815, -0.72373, 4.52373], [4.46555, -2.19032, 1.58713], [-1.32505, 3.34808, -2.11327], [-0.46805, 2.07208, 2.28583], [2.68775, 0.48397, 2.69233], [0.84145, -3.51492, 2.21383], [1.42505, -3.68212, -0.94527], [-2.90085, 3.58888, 3.58753], [-2.15075, -2.19252, -3.29207], [-2.64945, -0.52443, -2.89847], [-1.99665, -1.34873, -2.62327]], "forces_ev_per_angstrom": [[0.7673, -1.4341, -1.0256], [0.0592, 0.1727, -0.0271], [-0.0384, -0.0145, 0.0688], [-0.2037, -0.0055, 0.1050], [0.0805, -0.0833, -0.0055], [-0.5454, -0.0275, 0.9992], [0.1218, -0.1031, 0.0296], [-0.5261, -0.4357, 0.6656], [-0.0850, -0.1002, 0.4936], [3.7148, -0.5227, 1.4108], [-0.6293, -0.0939, 0.3504], [0.1827, -0.3852, -0.1750], [0.6938, 1.8591, 0.9597], [0.1562, 0.0756, -0.0408], [-0.1097, 0.0269, -0.1664], [0.3107, 0.0620, -0.4763], [-0.1707, -0.8459, -0.1176], [0.0144, -0.2390, -0.0022], [-0.2595, -0.5400, 0.9356], [-0.0184, -0.0345, -0.0771], [0.0449, -0.1738, 0.5004], [0.1943, 0.4388, 0.0588], [0.3363, 0.3763, -0.0493], [-0.1030, -0.2159, -0.0278], [-0.0303, -0.0948, -0.0075], [-0.0773, 0.0899, 0.0186], [0.0347, -0.0707, -0.0542], [-0.1711, 0.1780, -0.0091], [-0.0452, -0.0139, 0.0417], [0.0279, -0.4684, -0.2698], [-0.2328, 0.3824, -0.2100], [-0.1145, 0.0582, -0.6395], [0.2352, 0.3384, 0.1262], [0.0305, 0.1256, 0.0289], [-0.5944, -0.3228, 0.1785], [0.5695, 0.0715, -1.1446], [0.2562, -0.1176, 0.0039], [0.0088, -0.1260, 0.1354], [0.0369, -0.1137, -0.0604], [-1.1571, -1.2796, -1.7993], [-0.0046, -0.1511, 0.0077], [0.8635, -0.9249, -0.2059], [-0.1889, 0.1737, 0.2325], [-0.0215, -0.0899, -0.0257], [0.0044, -0.0473, 0.1511], [0.4087, -0.3334, 0.4239], [0.1797, -0.1000, 0.0649], [-0.0705, -0.3915, -0.2783], [-1.0100, 1.2586, -1.3129], [0.1250, 0.0720, -0.0511], [-0.1788, 0.2775, 0.4046], [-0.2192, 0.0173, -0.1295], [0.1252, 0.0565, -0.0994], [-0.1004, 0.0787, 0.0468], [-0.0350, 0.0372, 0.1674], [0.0610, -0.1808, -0.1119], [-0.0590, -0.1305, -0.0534], [-0.0535, -0.0129, 0.0182], [-0.0740, -0.0386, -0.0364], [1.4764, 0.0719, 0.8080], [0.0312, -0.0568, -0.0388], [-0.1256, 0.2330, 0.0996], [0.1808, 0.0181, -0.0712], [-0.0515, 0.0716, -0.1815], [-1.3234, -0.1071, -0.9325], [0.2118, -0.0517, -0.3488], [-0.4940, -0.0548, -0.2550], [0.0299, 0.1496, -0.1677], [-0.0042, -0.0200, -0.0286], [-0.6000, -0.2867, -0.4970], [-0.1598, 0.0398, -0.0265], [0.3404, 0.2195, 0.4301], [0.2312, 0.0069, 0.5270], [-0.0904, -0.0384, 0.0325], [-0.7937, 0.7583, 0.2198], [-0.0572, 0.0522, 0.0739], [-0.0397, 1.1120, 0.3900], [-0.0278, -0.0149, -0.1594], [-0.0188, -0.0379, 0.0659], [-1.4471, 1.7648, 0.1049], [0.1366, 0.2074, 0.0223], [-0.0575, -0.0221, 0.0534], [-0.0526, -0.0167, -0.0074], [0.1885, 0.0382, -0.0512]], "mulliken_charge": [0.714, 0.539, 0.107, 0.369, 0.348, 0.180, -1.004, -0.158, 0.743, 1.106, 0.958, 0.153, 1.022, 0.407, -0.046, -0.091, -1.244, -1.697, 0.621, 0.312, -1.764, -1.040, 0.598, -1.182, 0.424, -0.247, 0.396, 0.531, 0.383, -0.902, -0.885, -0.450, 0.106, 0.457, 0.493, 0.208, -0.253, 0.510, -1.271, -0.833, 0.364, -1.277, 0.680, 0.508, 0.046, 0.083, 0.506, -0.608, -0.133, 0.447, 1.136, 0.571, 0.371, 0.356, 0.816, 0.057, 0.332, 0.268, 0.159, -0.541, 0.152, 0.493, -1.144, -1.241, -0.392, -1.535, 0.206, 0.477, 0.491, 0.674, 0.325, 0.510, -1.174, 0.298, -0.967, 0.376, -0.074, 0.658, 0.185, -0.252, 0.395, 0.471, 0.377, -1.066], "e_tot_ev": -213461.24157, "homo_lumo_gap_ev": [6.036, 6.056], "largest_force_ev_per_a": 4.0, "spin_multiplicity": 2, "s2": 0.75, "charge": 1}